Entry 1:
DFT (wB97M-V/def2-TZVPD) results for a 4-piece molecular cluster, C35H52Cl2NO14 overall at a distorted geometry.

Structure (ORCA input):
```
! RIJCOSX wB97M-V def2-TZVPD def2/J DEFGRID3
* xyz -1 1
C 4.356 -2.177 3.236
O 3.531 -3.192 2.672
C 3.227 -2.912 1.319
C 2.000 -1.988 1.128
C 1.052 -2.590 0.052
C 0.088 -1.484 -0.495
C -1.209 -1.536 0.331
C -2.378 -0.727 -0.255
C -2.083 0.805 -0.190
C -2.370 1.256 1.259
C -1.841 2.655 1.646
C -0.483 3.010 0.998
N 0.526 1.942 1.124
C 0.901 1.622 2.437
O 0.223 1.183 3.343
C 2.387 1.837 2.615
C 3.169 1.801 3.729
C 4.527 2.004 3.555
C 5.029 2.232 2.282
C 6.548 2.417 2.110
O 7.039 3.549 2.291
O 7.147 1.374 1.790
C 4.203 2.289 1.172
C 4.787 2.531 -0.176
Cl 5.170 4.217 -0.545
C 5.051 1.605 -1.079
C 5.656 1.873 -2.427
Cl 4.665 -0.071 -0.724
C 2.847 2.091 1.329
C 1.711 2.095 0.340
O 1.781 2.173 -0.861
H 3.789 -1.232 3.262
H 4.580 -2.475 4.264
H 5.279 -2.030 2.658
H 4.110 -2.477 0.830
H 2.991 -3.872 0.841
H 1.423 -1.907 2.059
H 2.290 -0.975 0.822
H 1.599 -3.092 -0.757
H 0.470 -3.378 0.552
H 0.618 -0.542 -0.324
H -0.065 -1.633 -1.571
H -0.963 -1.129 1.325
H -1.544 -2.565 0.519
H -3.249 -0.895 0.402
H -2.680 -1.028 -1.266
H -2.766 1.340 -0.863
H -1.040 0.916 -0.495
H -2.057 0.481 1.967
H -3.469 1.294 1.348
H -2.570 3.449 1.434
H -1.739 2.657 2.738
H -0.668 3.296 -0.040
H -0.113 3.896 1.542
H 2.688 1.618 4.687
H 5.166 1.981 4.431
H 5.314 1.140 -3.168
H 5.399 2.864 -2.808
H 6.753 1.826 -2.390
C -5.865 1.520 -5.548
C -5.082 0.519 -4.723
O -5.590 0.415 -3.386
C -6.739 -0.245 -3.254
O -7.371 -0.759 -4.140
O -7.080 -0.222 -1.964
C -8.351 -0.812 -1.690
H -5.886 2.490 -5.049
H -5.413 1.637 -6.534
H -6.898 1.202 -5.681
H -4.051 0.858 -4.625
H -5.059 -0.463 -5.195
H -8.402 -1.830 -2.071
H -9.147 -0.204 -2.120
H -8.469 -0.834 -0.610
C -5.767 -0.135 6.380
C -5.016 -1.053 7.323
O -3.921 -1.706 6.673
C -2.854 -0.935 6.431
O -2.745 0.227 6.722
O -1.948 -1.675 5.802
C -0.781 -0.947 5.386
H -6.094 -0.684 5.495
H -6.639 0.293 6.877
H -5.134 0.682 6.037
H -5.681 -1.847 7.662
H -4.666 -0.521 8.209
H -0.320 -0.432 6.227
H -1.039 -0.241 4.603
H -0.073 -1.669 4.987
C 3.583 -2.844 -7.965
C 4.414 -2.430 -6.767
O 4.119 -1.093 -6.349
C 2.957 -0.932 -5.710
O 2.164 -1.800 -5.455
O 2.824 0.360 -5.418
C 1.572 0.693 -4.812
H 3.711 -2.131 -8.781
H 3.878 -3.836 -8.310
H 2.522 -2.869 -7.721
H 5.468 -2.433 -7.037
H 4.290 -3.121 -5.932
H 1.393 0.091 -3.923
H 0.762 0.565 -5.529
H 1.620 1.739 -4.520
*
```

=====

Entry 2:
DFT (wB97M-V/def2-TZVPD) results for a 8-piece molecular cluster, C35H52ClFO25 overall.

Structure (ORCA input):
```
! RIJCOSX wB97M-V def2-TZVPD def2/J DEFGRID3
* xyz 0 1
C 2.362 5.865 2.665
O 1.617 5.990 1.465
C 1.849 4.943 0.548
C 3.220 5.013 -0.069
C 3.983 3.939 -0.255
C 5.334 4.070 -0.857
O 5.794 3.221 -1.580
C 6.050 5.340 -0.499
C 7.422 5.427 -0.318
Cl 8.445 4.052 -0.494
C 7.990 6.638 0.050
C 7.201 7.752 0.224
C 5.820 7.702 0.046
C 5.032 8.966 0.290
C 5.576 10.136 -0.495
O 5.663 11.259 -0.125
F 5.955 9.791 -1.747
C 5.256 6.484 -0.316
C 3.777 6.326 -0.502
O 3.076 7.177 -1.001
H 2.807 4.876 2.781
H 3.144 6.628 2.707
H 1.699 6.040 3.512
H 1.808 3.987 1.081
H 1.061 4.918 -0.201
H 3.650 2.950 0.033
H 9.060 6.677 0.198
H 7.652 8.688 0.530
H 5.093 9.273 1.333
H 3.992 8.875 -0.009
C 1.932 -0.276 -1.057
O 0.528 -0.441 -0.842
C -0.130 0.695 -0.613
O 0.362 1.795 -0.578
O -1.412 0.406 -0.432
C -2.249 1.540 -0.174
H 2.330 -1.272 -1.229
H 2.118 0.348 -1.928
H 2.406 0.158 -0.179
H -2.226 2.232 -1.014
H -1.937 2.046 0.737
H -3.255 1.150 -0.046
C -2.967 -3.316 0.153
O -4.370 -3.546 0.349
C -5.073 -2.447 0.599
O -4.630 -1.330 0.668
O -6.351 -2.791 0.759
C -7.225 -1.694 1.034
H -2.522 -4.288 -0.041
H -2.799 -2.663 -0.700
H -2.521 -2.883 1.046
H -7.217 -0.980 0.213
H -6.940 -1.199 1.960
H -8.219 -2.119 1.139
C -0.191 -8.206 0.795
O 0.996 -7.909 0.051
C 0.870 -6.845 -0.740
O -0.131 -6.189 -0.870
O 2.028 -6.637 -1.361
C 2.023 -5.518 -2.251
H 0.029 -9.088 1.389
H -0.447 -7.380 1.454
H -1.020 -8.419 0.124
H 1.812 -4.598 -1.709
H 1.290 -5.659 -3.042
H 3.020 -5.470 -2.680
C -5.631 -7.707 0.702
O -4.744 -8.619 1.360
C -5.056 -9.903 1.201
O -5.990 -10.330 0.573
O -4.155 -10.636 1.855
C -4.377 -12.046 1.767
H -5.255 -6.711 0.917
H -5.625 -7.876 -0.373
H -6.642 -7.809 1.091
H -4.330 -12.379 0.732
H -5.338 -12.313 2.201
H -3.581 -12.521 2.333
C 1.134 9.058 1.262
O 0.938 9.053 2.682
C 0.904 10.260 3.241
O 1.022 11.310 2.670
O 0.719 10.104 4.554
C 0.662 11.331 5.285
H 1.144 8.019 0.952
H 0.325 9.586 0.760
H 2.086 9.524 1.011
H -0.169 11.944 4.943
H 1.595 11.882 5.184
H 0.510 11.056 6.325
C -6.491 -15.182 -0.462
O -5.533 -15.463 0.564
C -5.551 -16.720 1.005
O -6.281 -17.593 0.619
O -4.619 -16.841 1.950
C -4.527 -18.151 2.517
H -6.361 -14.134 -0.716
H -6.305 -15.799 -1.338
H -7.502 -15.346 -0.096
H -4.267 -18.882 1.754
H -5.465 -18.429 2.994
H -3.738 -18.103 3.262
C 2.659 10.257 -7.236
O 2.695 8.932 -6.703
C 2.266 8.839 -5.443
O 1.872 9.753 -4.768
O 2.352 7.567 -5.066
C 1.924 7.325 -3.718
H 3.030 10.183 -8.254
H 1.640 10.640 -7.245
H 3.300 10.921 -6.660
H 0.875 7.593 -3.601
H 2.533 7.886 -3.023
H 2.050 6.261 -3.544
*
```

=====

| no. | total energy (Eh) |
| --- | --- |
| 1 | -3393.47618 |
| 2 | -3805.95622 |